1.
DFT (ωB97M-V/def2-TZVPD) results for a cluster of 6 separate species, C23H60ClN4O11 in total at a distorted geometry.

The LUMO energy comes out at 0.0873 Eh. As for the multiplicity: 1. For the frontier orbital gap, the calculation gives 8.2908 eV. As for the total charge: -1.

```
99
Properties=species:S:1:pos:R:3:lowdin_charge:R:1
Cl 0.6182 1.0606 -0.6983 0.6302
O -0.2204 1.6734 0.3049 -0.3691
O -0.0958 -0.0206 -1.3265 -0.3762
O 0.9905 2.0237 -1.7253 -0.3760
O 1.8506 0.6157 -0.1044 -0.3711
C 3.9295 -3.6180 0.0813 -0.0591
C 3.4020 -3.3331 1.4707 -0.4986
C 2.6140 -2.0265 1.5587 -0.0552
O 2.6740 -4.4542 1.9587 -0.0457
H 4.4951 -2.8392 -0.4199 0.0511
H 3.1553 -3.9668 -0.6074 0.0670
H 4.6563 -4.4367 0.1504 0.0820
H 4.3299 -3.2161 2.0528 0.1268
H 1.8432 -1.9876 0.7893 0.0700
H 3.3548 -1.2464 1.3716 0.0816
H 2.1384 -1.8657 2.5265 0.0706
H 2.4966 -4.2911 2.8882 0.0815
C 5.3652 -2.0776 -2.8599 -0.1433
O 4.3577 -1.4945 -3.6380 -0.1712
C 3.0795 -1.7105 -3.0640 -0.2195
C 1.9685 -1.1071 -3.9017 -0.2039
N 2.1755 0.3261 -4.1541 -0.0254
C 1.1505 0.8895 -5.0185 -0.2153
C 1.2530 0.4531 -6.4698 -0.2365
O 2.5301 0.8057 -6.9650 -0.1734
C 2.7029 0.4800 -8.3025 -0.1505
H 6.2848 -2.0051 -3.4408 0.0829
H 5.1865 -3.1300 -2.6230 0.0773
H 5.5326 -1.5026 -1.9442 0.0841
H 3.0103 -1.3069 -2.0426 0.1202
H 2.9584 -2.8062 -3.0430 0.1174
H 1.0360 -1.2530 -3.3438 0.0824
H 1.8584 -1.6946 -4.8190 0.1135
H 1.9112 0.6590 -3.2273 0.0664
H 1.2806 1.9734 -4.9901 0.1211
H 0.1310 0.6863 -4.6548 0.1212
H 0.5344 0.9928 -7.1052 0.1163
H 1.0123 -0.6124 -6.5848 0.1128
H 3.6610 0.8372 -8.6710 0.0821
H 1.8895 0.8472 -8.9446 0.0799
H 2.7000 -0.6082 -8.4733 0.0844
C -8.7381 5.1670 3.7100 -0.1269
O -7.4463 4.8325 3.2769 -0.1944
C -7.4515 4.0879 2.0776 -0.2439
C -6.0734 4.1522 1.4454 -0.2097
N -5.0868 3.3924 2.2299 -0.0466
C -3.7471 4.0031 2.1927 -0.2062
C -2.9533 3.5492 1.0073 -0.2378
O -3.4977 3.9875 -0.2248 -0.2042
C -2.7253 3.6513 -1.3464 -0.1134
H -9.3312 4.2483 3.8385 0.0861
H -9.2600 5.8203 3.0071 0.0857
H -8.6796 5.5913 4.7101 0.0843
H -8.1922 4.4568 1.3582 0.1182
H -7.7420 3.0544 2.3100 0.1251
H -5.8353 5.2241 1.4139 0.1179
H -6.0615 3.7767 0.4225 0.1131
H -5.4329 3.3653 3.1816 0.0929
H -3.2331 3.7202 3.1140 0.1186
H -3.8093 5.0993 2.2390 0.1155
H -2.9373 2.4513 0.9262 0.1255
H -1.8958 3.8382 1.0899 0.1207
H -1.6762 3.9557 -1.2843 0.0890
H -3.2220 4.0909 -2.2113 0.0819
H -2.7343 2.5624 -1.5014 0.0913
C 0.0784 -4.3123 -0.9888 -0.0543
C -1.0789 -4.1905 -1.9665 -0.4450
C -2.4389 -4.0966 -1.2452 -0.1857
O -2.6116 -5.3691 -0.6113 -0.2017
C -3.7720 -5.4497 0.1715 -0.1351
N -0.8015 -3.0977 -2.8796 0.0474
H 1.0120 -4.1547 -1.5282 0.0626
H 0.0808 -5.2494 -0.4364 0.0800
H 0.0464 -3.5266 -0.2232 0.0811
H -1.1144 -5.1372 -2.5187 0.1332
H -3.2920 -3.9803 -1.9227 0.1206
H -2.3856 -3.2841 -0.5116 0.1286
H -3.9485 -4.6094 0.8443 0.0862
H -3.6918 -6.3497 0.7884 0.0820
H -4.6475 -5.6551 -0.4579 0.0819
H -0.5814 -2.2776 -2.3079 0.0497
H -1.6086 -2.7878 -3.4143 0.0733
C 3.2846 1.7795 7.1574 -0.0699
C 3.7783 0.8151 6.1005 -0.4521
C 3.2034 1.0956 4.7016 -0.2209
O 1.8033 0.9547 4.7819 -0.1972
C 1.2030 1.0857 3.5015 -0.0931
N 5.2372 0.7297 6.1134 0.0309
H 2.1998 1.8628 7.0568 0.0746
H 3.6976 2.7882 7.0984 0.0759
H 3.4869 1.3574 8.1417 0.0729
H 3.3772 -0.1705 6.3595 0.1376
H 3.6143 0.4069 3.9575 0.1193
H 3.4650 2.1320 4.4412 0.1295
H 1.4113 2.0726 3.0797 0.0922
H 0.1381 0.8990 3.5970 0.0911
H 1.6128 0.3738 2.7776 0.0592
H 5.6440 1.6047 5.8105 0.0665
H 5.5583 -0.0505 5.5590 0.0636
```

2.
DFT (ωB97M-V/def2-TZVPD) results for a structure of composition C23H60Cu2O23S7 at a distorted geometry.

The LUMO energy (alpha / beta) comes out at -0.2844 / -0.3651 Eh. Its expectation value of S² is 2.012. As for the multiplicity: 3. For the frontier orbital gap (alpha / beta), the calculation gives 6.8892 / 4.6917 eV. As for the total charge: +2.

```
115
Properties=species:S:1:pos:R:3:mulliken_spin:R:1
Cu -11.6175 -2.9104 -8.3884 0.0344
Cu -13.5051 -2.3633 -11.3592 0.0421
O -12.7109 -0.9733 -9.7918 0.8010
C -13.3150 -0.1822 -8.7628 0.0204
C -12.6842 -0.3218 -7.2895 0.0265
O -12.2253 -1.5353 -6.7676 0.8477
H -14.3420 -0.5223 -8.6298 0.0452
H -13.4092 0.8436 -9.1192 0.0480
H -13.3690 0.2590 -6.6717 0.0245
H -11.8444 0.3728 -7.2682 0.0813
O -9.7634 -2.1598 -9.2672 0.0024
S -8.8097 -1.1370 -9.6690 0.0000
O -7.6751 -0.6869 -8.8370 0.0001
O -8.2213 -1.6064 -11.2034 0.0000
C -6.8777 -1.2329 -11.5334 0.0000
C -6.4652 -1.6062 -12.8625 0.0000
C -9.8072 0.2467 -10.3293 0.0117
H -6.4644 -1.9820 -10.8580 0.0000
H -6.5096 -0.2443 -11.2591 0.0000
H -5.5343 -1.1600 -13.2126 0.0000
H -7.2519 -1.1530 -13.4657 0.0000
H -6.3955 -2.6803 -13.0343 0.0000
H -10.7011 0.0276 -10.9133 -0.0080
H -9.1999 0.8303 -11.0212 0.0020
H -10.1280 0.8707 -9.4952 -0.0017
O -12.8369 -6.3903 -5.7805 0.0003
S -13.2362 -4.9978 -5.9322 0.0009
O -12.6456 -4.3347 -7.0932 0.0119
O -14.9099 -4.7962 -5.9765 -0.0006
C -15.3999 -3.6098 -6.4887 0.0146
C -16.9607 -3.6053 -6.5397 0.0013
C -12.7987 -4.0361 -4.3798 0.0015
H -15.0124 -3.3752 -7.4802 -0.0082
H -14.9512 -2.8194 -5.8871 -0.0095
H -17.4899 -3.3019 -5.6364 0.0000
H -17.3326 -4.6113 -6.7341 0.0000
H -17.2543 -2.8487 -7.2673 0.0002
H -11.7177 -4.0180 -4.2411 0.0001
H -13.3328 -4.4293 -3.5148 0.0004
H -13.0610 -2.9839 -4.4899 0.0000
O -7.3569 -2.6559 -3.6074 0.0005
S -8.7694 -2.8145 -3.8712 0.0004
O -9.2781 -4.1387 -4.1793 0.0000
O -9.6837 -2.1032 -2.6446 -0.0001
C -9.8755 -2.8591 -1.4559 0.0000
C -8.6033 -2.9745 -0.7068 0.0000
C -9.1570 -1.5476 -5.2700 -0.0009
H -10.2170 -3.8926 -1.5136 0.0000
H -10.6968 -2.4441 -0.8716 0.0000
H -7.8408 -3.3826 -1.3702 0.0000
H -8.7895 -3.7394 0.0471 0.0000
H -8.3025 -2.0572 -0.2007 0.0000
H -8.9082 -2.0853 -6.1849 0.0009
H -8.5585 -0.6782 -4.9980 -0.0002
H -10.2037 -1.2747 -5.1355 0.0021
O -9.5554 1.6314 -4.1081 -0.0001
S -9.9650 2.3494 -2.9210 -0.0001
O -9.0348 3.0268 -2.0440 0.0000
O -11.2197 3.3418 -3.4365 0.0001
C -12.2352 2.7941 -4.2123 -0.0007
C -11.9783 2.9891 -5.7339 -0.0006
C -10.8107 0.9966 -1.8890 0.0001
H -13.0503 3.4445 -3.8950 0.0003
H -12.5575 1.7987 -3.9066 0.0007
H -11.3864 2.2060 -6.2078 0.0011
H -11.5004 3.8942 -6.1089 0.0007
H -12.9873 2.9114 -6.1387 0.0003
H -11.5544 1.5435 -1.3094 0.0000
H -10.0219 0.5833 -1.2604 0.0000
H -11.3858 0.2774 -2.4722 0.0000
O -15.4951 -2.8991 -10.3654 0.0009
S -16.8270 -3.4616 -10.5318 -0.0010
O -17.4039 -4.4044 -9.6070 0.0006
O -17.8252 -2.1868 -10.7072 0.0006
C -17.9776 -1.2436 -9.7100 -0.0019
C -19.2516 -1.5887 -8.9637 0.0002
C -17.0899 -4.1453 -12.2049 -0.0003
H -18.1792 -0.2462 -10.1008 -0.0002
H -17.1182 -1.1142 -9.0523 0.0025
H -19.2080 -2.5766 -8.5052 0.0000
H -20.0699 -1.5473 -9.6826 0.0001
H -19.3675 -0.9069 -8.1212 0.0000
H -16.8346 -3.4150 -12.9729 -0.0001
H -18.1730 -4.2584 -12.2517 0.0000
H -16.3738 -4.9394 -12.4165 -0.0001
O -14.4609 7.1614 -8.7732 0.0000
S -13.7301 6.2959 -7.8679 -0.0001
O -14.4000 5.5895 -6.8224 0.0000
O -13.0576 5.1680 -8.9005 -0.0002
C -14.0079 4.4690 -9.6812 -0.0009
C -13.2473 3.3860 -10.5031 0.0043
C -12.1739 7.0236 -7.2579 0.0000
H -14.6278 5.0754 -10.3416 0.0000
H -14.7304 3.9446 -9.0559 0.0002
H -12.4434 2.8539 -9.9945 -0.0004
H -12.8287 3.8343 -11.4041 -0.0001
H -13.8434 2.5893 -10.9482 -0.0001
H -11.7585 6.6950 -6.3052 0.0000
H -12.2966 8.0901 -7.4469 0.0000
H -11.5034 6.8384 -8.0971 0.0000
O -17.2241 0.0452 -5.8707 -0.0001
S -17.4072 1.3167 -6.5584 -0.0002
O -17.6781 1.3157 -8.0031 -0.0004
O -18.5778 2.2454 -5.7299 0.0000
C -18.3806 2.4925 -4.4111 0.0000
C -17.9191 3.8784 -4.1350 0.0000
C -16.0108 2.4457 -6.3078 -0.0013
H -17.6966 1.8289 -3.8820 0.0000
H -19.3005 2.3925 -3.8351 0.0000
H -18.2420 4.4424 -3.2599 0.0000
H -18.0276 4.5543 -4.9832 0.0000
H -16.8465 3.9270 -3.9467 0.0000
H -15.5665 2.2247 -5.3374 -0.0004
H -16.3117 3.4769 -6.4927 -0.0003
H -15.2533 2.1377 -7.0285 0.0038
```

no.,M (g mol⁻¹),electronic energy (Eh)
1,604.2,-2418.8594
2,1056.3,-8710.0965